No. 1
{"formula": "C2H4Br2N", "method": "ωB97M-V with the def2-TZVPD basis set", "largest_force_ev_per_a": 4.87, "total_charge": 1, "homo_energy_ha": -0.553, "homo_lumo_gap_ev": 10.14, "de_lowest_kj_mol": 135.85, "symbols": ["C", "C", "N", "Br", "Br", "H", "H", "H", "H"], "coordinates": [[0.106, 0.013, 0.697], [1.684, -0.075, 0.134], [0.477, -0.118, -0.655], [2.622, 1.726, 0.001], [2.603, -1.687, 0.052], [-0.497, -0.741, 1.344], [-0.028, 1.020, 1.157], [0.030, -0.969, -1.047], [0.370, 0.693, -1.302]]}

No. 2
{"formula": "C22H43N2OP2Pt", "method": "ωB97M-V with the def2-TZVPD basis set", "largest_force_ev_per_a": 4.31, "total_charge": 3, "homo_energy_ha": [-0.503, -0.667], "homo_lumo_gap_ev": [3.86, 3.69], "multiplicity": 5, "symbols": ["Pt", "P", "P", "N", "C", "H", "H", "C", "H", "H", "C", "H", "H", "C", "H", "H", "C", "C", "H", "H", "H", "C", "C", "H", "H", "H", "C", "C", "H", "H", "H", "C", "C", "H", "H", "H", "C", "C", "H", "H", "H", "C", "H", "H", "H", "C", "H", "H", "H", "C", "H", "H", "H", "H", "H", "H", "H", "O", "H", "H", "C", "C", "C", "N", "C", "C", "H", "H", "H", "H", "H"], "coordinates": [[-0.418, 0.037, -0.792], [-0.106, -2.287, -0.814], [-0.109, 2.358, -0.536], [1.594, 0.082, -1.535], [1.552, -2.388, -1.694], [2.117, -3.264, -1.334], [1.364, -2.521, -2.775], [2.438, -1.150, -1.534], [2.956, -1.147, -0.548], [3.234, -1.098, -2.312], [2.428, 1.312, -1.394], [3.222, 1.362, -2.176], [2.954, 1.196, -0.420], [1.542, 2.564, -1.391], [1.363, 2.840, -2.446], [2.111, 3.384, -0.918], [0.127, 3.166, 1.056], [-1.084, 3.012, 2.007], [-0.797, 3.317, 3.032], [-1.430, 1.976, 2.090], [-1.945, 3.636, 1.712], [-1.285, 3.284, -1.607], [-2.634, 3.460, -0.943], [-3.344, 3.781, -1.702], [-2.636, 4.234, -0.178], [-3.051, 2.557, -0.508], [-1.281, -3.060, -2.002], [-2.632, -3.314, -1.367], [-3.338, -3.535, -2.165], [-3.047, -2.470, -0.824], [-2.635, -4.179, -0.706], [0.129, -3.288, 0.671], [-1.082, -3.241, 1.625], [-0.799, -3.685, 2.595], [-1.947, -3.807, 1.246], [-1.412, -2.219, 1.846], [-2.089, -0.006, 0.020], [-0.755, 4.608, -2.116], [-0.663, 5.353, -1.327], [0.199, 4.530, -2.628], [-1.470, 4.986, -2.844], [-0.753, -4.310, -2.674], [-1.472, -4.592, -3.442], [0.200, -4.171, -3.174], [-0.664, -5.147, -1.983], [0.485, -4.760, 0.420], [0.824, -5.208, 1.367], [-0.375, -5.352, 0.071], [1.308, -4.874, -0.286], [0.485, 4.662, 1.002], [-0.372, 5.298, 0.729], [0.828, 4.988, 1.998], [1.309, 4.862, 0.316], [0.963, 2.628, 1.545], [0.968, -2.810, 1.212], [-1.413, 2.600, -2.458], [-1.403, -2.270, -2.758], [-3.041, -0.040, 0.665], [1.144, 0.133, -2.465], [-0.891, 0.046, -2.388], [1.755, -0.234, 4.585], [2.618, -0.175, 3.484], [2.077, -0.126, 2.193], [0.762, -0.122, 1.923], [-0.080, -0.177, 2.990], [0.370, -0.235, 4.334], [2.170, -0.274, 5.598], [3.697, -0.171, 3.546], [2.706, -0.082, 1.294], [-1.175, -0.183, 2.822], [-0.372, -0.279, 5.168]]}

No. 3
{"formula": "C4H13NO2", "method": "ωB97M-V with the def2-TZVPD basis set", "largest_force_ev_per_a": 2.30, "total_charge": 0, "homo_energy_ha": -0.336, "homo_lumo_gap_ev": 10.00, "de_lowest_kj_mol": 253.01, "symbols": ["C", "C", "C", "C", "N", "H", "H", "H", "H", "H", "H", "H", "H", "H", "H", "H", "O", "H", "H", "O"], "coordinates": [[1.832, 1.227, -1.472], [0.474, 0.575, -1.058], [-0.587, 1.447, -0.419], [-2.388, 0.824, 1.213], [-1.455, 0.522, 0.420], [1.930, 2.216, -1.920], [2.651, 1.139, -0.750], [2.121, 0.446, -2.138], [0.490, -0.198, -0.356], [0.007, -0.034, -1.868], [-1.129, 2.170, -1.082], [0.062, 2.118, 0.223], [-2.412, 1.825, 1.558], [-2.949, 0.160, 1.867], [-3.217, -4.217, 0.473], [-3.028, -2.980, -0.324], [-3.117, -3.285, 0.557], [3.388, -0.535, 1.825], [3.407, -2.137, 1.667], [3.921, -1.284, 1.585]]}

No. 4
{"formula": "C49H57N8O5RbSe", "method": "ωB97M-V with the def2-TZVPD basis set", "largest_force_ev_per_a": 0.91, "total_charge": -2, "homo_energy_ha": -0.045, "homo_lumo_gap_ev": 4.82, "de_lowest_kj_mol": 162.29, "symbols": ["Rb", "C", "C", "C", "C", "C", "C", "C", "N", "C", "C", "C", "C", "C", "C", "C", "C", "C", "C", "N", "C", "C", "C", "N", "C", "C", "C", "C", "C", "C", "C", "C", "C", "C", "C", "C", "C", "C", "N", "C", "C", "H", "H", "H", "H", "H", "H", "H", "H", "H", "H", "H", "H", "H", "H", "H", "H", "H", "H", "H", "H", "H", "H", "H", "H", "H", "H", "H", "H", "H", "H", "H", "H", "H", "H", "H", "H", "H", "H", "H", "H", "H", "H", "H", "H", "O", "C", "O", "C", "C", "N", "N", "C", "C", "O", "O", "H", "H", "H", "O", "H", "H", "C", "N", "C", "Se", "N", "C", "C", "C", "C", "C", "C", "H", "H", "H", "H", "H", "H", "H", "H"], "coordinates": [[-0.261, -0.119, -1.177], [0.789, 3.301, 5.377], [-0.447, 3.181, 4.474], [-0.071, 2.838, 3.063], [0.226, 3.699, 2.048], [0.250, 5.198, 2.095], [-1.061, 5.815, 1.596], [0.567, 2.864, 0.896], [0.477, 1.563, 1.225], [0.140, 1.491, 2.526], [0.133, 0.330, 3.304], [0.542, -0.952, 2.936], [0.658, -2.078, 3.865], [0.319, -2.078, 5.326], [-1.170, -2.366, 5.558], [1.132, -3.121, 3.133], [1.327, -2.609, 1.776], [1.913, -3.331, 0.729], [2.277, -2.849, -0.529], [2.094, -1.591, -0.962], [2.624, -1.500, -2.193], [2.696, -0.331, -2.957], [2.276, 0.956, -2.598], [1.846, 1.320, -1.376], [1.485, 2.617, -1.430], [0.962, 3.349, -0.360], [1.728, 3.144, -2.773], [2.227, 2.108, -3.502], [2.536, 2.076, -4.967], [1.332, 1.554, -5.763], [1.448, 4.544, -3.225], [2.565, 5.518, -2.829], [3.166, -2.800, -2.605], [2.953, -3.643, -1.561], [3.340, -5.086, -1.452], [4.695, -5.271, -0.758], [3.740, -3.135, -3.947], [2.624, -3.415, -4.964], [0.942, -1.323, 1.703], [1.452, -4.508, 3.599], [2.928, -4.659, 3.991], [0.503, 3.521, 6.410], [1.441, 4.099, 5.018], [1.352, 2.368, 5.360], [-0.998, 4.127, 4.493], [-1.107, 2.409, 4.879], [1.077, 5.565, 1.481], [0.435, 5.535, 3.119], [-1.304, 5.434, 0.604], [-0.999, 6.906, 1.548], [-1.873, 5.551, 2.277], [-0.152, 0.452, 4.345], [0.576, -1.112, 5.768], [0.919, -2.837, 5.839], [-1.775, -1.661, 4.989], [-1.438, -2.291, 6.616], [-1.418, -3.371, 5.209], [2.163, -4.369, 0.931], [3.124, -0.441, -3.949], [0.867, 4.420, -0.513], [3.396, 1.426, -5.149], [2.802, 3.076, -5.321], [1.052, 0.562, -5.409], [1.552, 1.499, -6.833], [0.472, 2.209, -5.619], [0.506, 4.886, -2.789], [1.329, 4.564, -4.312], [2.723, 5.501, -1.750], [2.314, 6.539, -3.130], [3.504, 5.237, -3.310], [3.384, -5.539, -2.447], [2.578, -5.630, -0.888], [5.486, -4.788, -1.334], [4.938, -6.332, -0.653], [4.678, -4.817, 0.233], [4.383, -4.017, -3.867], [4.363, -2.315, -4.313], [2.036, -4.278, -4.648], [3.037, -3.618, -5.956], [1.951, -2.559, -5.026], [1.225, -5.223, 2.803], [0.831, -4.772, 4.460], [3.569, -4.410, 3.144], [3.145, -5.684, 4.310], [3.175, -3.984, 4.812], [-5.412, -4.603, -3.000], [-4.926, -3.316, -2.935], [-5.450, -2.476, -3.607], [-3.808, -3.124, -2.011], [-3.432, -3.957, -0.963], [-2.382, -3.381, -0.372], [-2.037, -2.233, -0.967], [-2.876, -2.044, -1.961], [-2.756, -0.704, -2.737], [-1.989, -0.680, -3.704], [-3.437, 0.202, -2.216], [-4.864, -5.188, -2.467], [-3.861, -4.872, -0.584], [-1.873, -3.670, 0.448], [3.384, 0.489, 1.027], [3.006, 0.867, 0.213], [2.658, -0.111, 1.270], [-5.311, -0.613, 0.194], [-4.681, 0.581, 0.709], [-3.691, 0.629, 1.636], [-3.260, -0.682, 2.805], [-3.238, 1.913, 1.681], [-3.948, 2.694, 0.784], [-3.968, 4.054, 0.525], [-4.885, 4.515, -0.410], [-5.752, 3.646, -1.069], [-5.754, 2.288, -0.794], [-4.854, 1.834, 0.154], [-4.959, -1.464, 0.772], [-5.017, -0.711, -0.851], [-6.398, -0.535, 0.277], [-2.364, 2.152, 2.134], [-3.307, 4.740, 1.031], [-4.929, 5.576, -0.626], [-6.435, 4.043, -1.811], [-6.418, 1.601, -1.301]]}

No. 5
{"formula": "C4H11N4", "method": "ωB97M-V with the def2-TZVPD basis set", "largest_force_ev_per_a": 7.96, "total_charge": 1, "homo_energy_ha": [-0.329, -0.506], "homo_lumo_gap_ev": [5.68, 7.55], "de_lowest_kj_mol": 303.93, "multiplicity": 3, "symbols": ["C", "C", "C", "C", "N", "N", "N", "N", "H", "H", "H", "H", "H", "H", "H", "H", "H", "H", "H"], "coordinates": [[1.617, 0.189, -0.218], [0.897, 1.198, 0.685], [-1.107, 0.601, -0.532], [1.100, -2.082, 0.289], [-2.579, -0.950, -0.016], [-1.956, 0.178, 0.305], [0.698, -1.005, -0.155], [-0.220, 1.632, -0.096], [1.731, 0.617, -1.200], [2.657, -0.101, 0.117], [0.425, 0.785, 1.548], [1.609, 2.009, 0.925], [-0.768, -0.060, -1.382], [2.116, -2.299, 0.565], [-2.154, -1.311, -0.830], [0.418, -2.937, 0.168], [-3.602, -0.853, 0.275], [-0.949, 2.142, 0.388], [0.069, 2.248, -0.837]]}